ORCA calculation (ωB97M-V with the def2-TZVPD basis set) on C22H27FN4O3 in the gas phase.

Element x y z (Å)
C: 5.01816 3.66494 5.75607
C: 3.61169 4.23141 5.58239
O: 2.61633 3.22897 5.58289
C: 2.44695 2.44146 4.48285
C: 1.52324 1.40394 4.62764
C: 1.25206 0.55298 3.58031
C: 1.89648 0.71180 2.35379
C: 2.81307 1.74449 2.20524
C: 3.08603 2.60013 3.25822
H: 3.80187 3.39071 3.09889
H: 3.31272 1.87734 1.26026
N: 1.59051 -0.18531 1.32730
C: 2.00365 -0.19728 0.03765
O: 2.77304 0.58531 -0.47591
C: 1.39912 -1.37674 -0.72850
N: 0.10186 -1.74310 -0.19201
C: -0.92416 -0.79235 -0.59309
C: -2.23110 -1.12930 0.13450
N: -2.69024 -2.48485 -0.08257
C: -3.52664 -2.71838 -1.24149
C: -2.90449 -2.39256 -2.60561
O: -2.17100 -3.16125 -3.18730
N: -3.24689 -1.15401 -3.06788
C: -2.82829 -0.50126 -4.23105
C: -3.34078 0.77261 -4.46941
C: -2.94799 1.45104 -5.60498
C: -2.05883 0.91154 -6.51610
C: -1.55687 -0.35359 -6.26464
C: -1.93150 -1.06156 -5.13692
H: -1.53788 -2.04707 -4.95546
H: -0.86105 -0.79764 -6.95931
H: -1.77556 1.47337 -7.39094
F: -3.45507 2.68172 -5.82527
H: -4.03637 1.23544 -3.78536
H: -3.88443 -0.61457 -2.49805
H: -4.44851 -2.14239 -1.10290
H: -3.78207 -3.78106 -1.24715
C: -1.61884 -3.42802 0.16546
C: -0.30882 -3.09265 -0.55618
H: -0.43779 -3.20215 -1.64246
H: 0.46563 -3.79049 -0.22900
H: -1.43345 -3.41440 1.24569
H: -1.94873 -4.42745 -0.11871
H: -2.05727 -1.02350 1.21146
H: -3.01617 -0.42682 -0.15210
H: -1.07032 -0.81001 -1.68651
H: -0.60111 0.21386 -0.31410
H: 2.08355 -2.22200 -0.60588
H: 1.37075 -1.12168 -1.79925
H: 0.90923 -0.90624 1.54606
H: 0.53564 -0.24629 3.70874
H: 1.02812 1.28859 5.57876
H: 3.35850 4.86275 6.43906
H: 3.54692 4.84315 4.67399
H: 5.07205 3.09126 6.67798
H: 5.27743 3.00933 4.92842
H: 5.73764 4.47784 5.80248

Properties
electronic energy = -38073.1923 eV
multiplicity = 1
HOMO energy = -7.79 eV
max |F| = 0.50 eV/Å
energy relative to the best compared isomer or geometry (same formula, charge and spin) = 0.1651 eV
structure (SMILES) = CCOc1ccc(NC(=O)CN2CCN(CC(=O)Nc3cccc(F)c3)CC2)cc1

In the Mulliken picture, each atom carries the following charge in e: atom 1 (C): -1.038, atom 2 (C): -0.429, atom 3 (O): -0.469, atom 4 (C): 0.653, atom 5 (C): -0.732, atom 6 (C): -0.459, atom 7 (C): 0.505, atom 8 (C): -0.887, atom 9 (C): -0.199, atom 10 (H): 0.340, atom 11 (H): 0.516, atom 12 (N): -0.070, atom 13 (C): 0.612, atom 14 (O): -0.684, atom 15 (C): -0.895, atom 16 (N): -0.052, atom 17 (C): -0.202, atom 18 (C): -1.283, atom 19 (N): 0.209, atom 20 (C): -1.262, atom 21 (C): 0.822, atom 22 (O): -0.641, atom 23 (N): 0.021, atom 24 (C): 0.586, atom 25 (C): -0.565, atom 26 (C): 0.187, atom 27 (C): -0.577, atom 28 (C): -0.564, atom 29 (C): -0.532, atom 30 (H): 0.526, atom 31 (H): 0.381, atom 32 (H): 0.443, atom 33 (F): -0.325, atom 34 (H): 0.415, atom 35 (H): 0.172, atom 36 (H): 0.374, atom 37 (H): 0.416, atom 38 (C): -1.031, atom 39 (C): -0.593, atom 40 (H): 0.264, atom 41 (H): 0.521, atom 42 (H): 0.364, atom 43 (H): 0.417, atom 44 (H): 0.444, atom 45 (H): 0.391, atom 46 (H): 0.106, atom 47 (H): 0.544, atom 48 (H): 0.450, atom 49 (H): 0.330, atom 50 (H): 0.075, atom 51 (H): 0.359, atom 52 (H): 0.408, atom 53 (H): 0.313, atom 54 (H): 0.333, atom 55 (H): 0.300, atom 56 (H): 0.343, atom 57 (H): 0.351

***

ORCA calculation (ωB97M-V with the def2-TZVPD basis set) on a molecular structure, C27H36BrCl3IrN3O4SSi2.

Element x y z (Å)
Ir: -0.36168 0.33071 -1.07869
C: -1.55018 -3.76960 -1.60366
C: -0.04865 -3.87312 -1.41310
C: 0.66556 -4.12804 -2.72748
C: 0.29339 -4.94908 -0.39807
O: 0.37578 -2.57109 -0.90584
Si: 1.78078 -2.17605 -0.18693
S: 1.63145 -0.00287 0.01611
O: 3.00578 -2.43104 -1.20194
C: 4.42647 -2.65077 -0.99389
C: 4.62309 -4.05417 -0.44584
C: 4.95427 -1.59705 -0.03122
C: 5.05714 -2.50705 -2.36533
O: 2.11057 -2.86442 1.22612
C: 1.63354 -2.84256 2.59367
C: 2.50998 -1.86302 3.35413
C: 1.80810 -4.25737 3.11936
C: 0.17542 -2.42541 2.62702
H: -1.94818 -4.71454 -1.97558
H: -1.79308 -2.99164 -2.32757
H: -2.04057 -3.52856 -0.66207
H: 0.30205 -5.05633 -3.16843
H: 1.74375 -4.20843 -2.58045
H: 0.47699 -3.31892 -3.43011
H: 0.02044 -5.92540 -0.79967
H: -0.25238 -4.79463 0.53298
H: 1.36137 -4.96710 -0.17543
H: 4.13876 -4.16609 0.52285
H: 5.68690 -4.26034 -0.32800
H: 4.20687 -4.79096 -1.13423
H: 4.47622 -1.68734 0.94443
H: 4.77210 -0.59612 -0.42471
H: 6.02875 -1.71710 0.10976
H: 4.60822 -3.21476 -3.06181
H: 6.12719 -2.70631 -2.31127
H: 4.91155 -1.49839 -2.75142
H: 3.55107 -2.18540 3.33262
H: 2.19097 -1.79827 4.39447
H: 2.44403 -0.86649 2.91437
H: 2.84570 -4.57434 3.01585
H: 1.17581 -4.95429 2.57056
H: 1.53643 -4.30289 4.17386
H: 0.04548 -1.38792 2.31401
H: -0.21401 -2.52052 3.64119
H: -0.42131 -3.05785 1.97129
Br: -5.75006 3.92823 4.53749
C: -5.02561 4.92482 3.12125
C: -5.87769 5.59286 2.25295
C: -5.33853 6.33013 1.21375
C: -3.96103 6.35688 1.02617
C: -3.10815 5.71908 1.92811
C: -3.64386 5.00159 2.97964
N: -3.50633 7.12735 -0.07694
N: -2.37193 6.92471 -0.55469
C: -1.70175 5.79328 -0.76438
C: -0.27469 5.90833 -0.80661
C: 0.53715 4.82518 -0.86275
C: -0.03156 3.50756 -0.96063
O: 0.65685 2.48097 -1.03579
C: -1.49565 3.38868 -1.02790
N: -1.94833 2.13746 -1.15920
C: -3.24587 1.93879 -1.31046
C: -4.14765 3.00221 -1.39623
C: -3.69054 4.28993 -1.24308
C: -2.32650 4.50079 -0.99991
H: -6.94663 5.54997 2.40032
H: -5.97245 6.88359 0.53494
H: -2.03576 5.80794 1.82853
H: -3.00034 4.51369 3.69711
H: 0.13443 6.90675 -0.72921
H: 1.61360 4.91152 -0.84667
H: -3.57663 0.91019 -1.36848
H: -5.19275 2.80162 -1.58065
H: -4.37355 5.12453 -1.31941
Cl: -0.39731 2.29434 -4.31737
Si: -0.34751 0.47224 -3.39675
Cl: -2.04542 -0.55978 0.22004
Cl: -0.67990 -0.87252 -4.87515

Properties
electronic energy = -178282.0176 eV
multiplicity = 6
charge = +1
HOMO energy (alpha / beta) = -10.59 / -11.73 eV
max |F| = 0.48 eV/Å
energy relative to the best compared isomer or geometry (same formula, charge and spin) = 0.0000 eV

In the Mulliken picture, each atom carries the following charge in e: atom 1 (Ir): 1.224, atom 2 (C): -1.566, atom 3 (C): 1.443, atom 4 (C): -1.278, atom 5 (C): -1.392, atom 6 (O): 0.474, atom 7 (Si): -0.931, atom 8 (S): -0.582, atom 9 (O): 0.010, atom 10 (C): 1.755, atom 11 (C): -1.396, atom 12 (C): -1.411, atom 13 (C): -1.751, atom 14 (O): 0.681, atom 15 (C): 1.574, atom 16 (C): -1.619, atom 17 (C): -1.636, atom 18 (C): -1.190, atom 19 (H): 0.446, atom 20 (H): 0.183, atom 21 (H): 0.320, atom 22 (H): 0.467, atom 23 (H): 0.144, atom 24 (H): 0.145, atom 25 (H): 0.612, atom 26 (H): 0.259, atom 27 (H): 0.183, atom 28 (H): 0.035, atom 29 (H): 0.554, atom 30 (H): 0.314, atom 31 (H): 0.092, atom 32 (H): 0.326, atom 33 (H): 0.524, atom 34 (H): 0.354, atom 35 (H): 0.419, atom 36 (H): 0.365, atom 37 (H): 0.340, atom 38 (H): 0.486, atom 39 (H): 0.275, atom 40 (H): 0.347, atom 41 (H): 0.317, atom 42 (H): 0.451, atom 43 (H): 0.199, atom 44 (H): 0.571, atom 45 (H): 0.165, atom 46 (Br): -0.129, atom 47 (C): 0.100, atom 48 (C): -0.482, atom 49 (C): -0.110, atom 50 (C): 0.064, atom 51 (C): -0.181, atom 52 (C): -0.653, atom 53 (N): -0.705, atom 54 (N): -0.064, atom 55 (C): -0.118, atom 56 (C): -0.327, atom 57 (C): -0.993, atom 58 (C): 0.944, atom 59 (O): -0.557, atom 60 (C): 0.383, atom 61 (N): -0.241, atom 62 (C): -0.117, atom 63 (C): -1.171, atom 64 (C): -0.415, atom 65 (C): 0.414, atom 66 (H): 0.448, atom 67 (H): 0.507, atom 68 (H): 0.469, atom 69 (H): 0.449, atom 70 (H): 0.485, atom 71 (H): 0.475, atom 72 (H): 0.570, atom 73 (H): 0.439, atom 74 (H): 0.694, atom 75 (Cl): -0.206, atom 76 (Si): 0.482, atom 77 (Cl): -0.518, atom 78 (Cl): -0.235

***

ORCA calculation (ωB97M-V with the def2-TZVPD basis set) on a molecular structure, C28H29ClN3OS2Si2W.

Element x y z (Å)
W: 0.60362 -1.40363 0.51110
C: 0.12304 -0.57614 -3.25200
Si: -0.56664 -1.56339 -1.76446
C: -0.85313 -3.32654 -2.43395
C: -2.38222 -0.91405 -1.68284
C: -3.27573 -1.05976 -2.74890
C: -4.58232 -0.59902 -2.67134
C: -5.02990 0.01010 -1.50341
C: -4.15428 0.16395 -0.43803
C: -2.82746 -0.26934 -0.51603
Si: -1.50882 -0.18004 0.86445
C: -2.54957 -0.38051 2.43006
C: -1.43209 2.51318 -1.39511
H: -0.54453 -0.63561 -4.12003
H: 1.10531 -0.95306 -3.54645
H: 0.25273 0.47659 -2.98663
H: -1.46684 -3.33062 -3.34207
H: -1.37140 -3.89723 -1.65787
H: 0.07734 -3.85222 -2.66041
H: -2.94572 -1.54652 -3.66264
H: -5.25666 -0.72338 -3.51304
H: -6.05603 0.35516 -1.42529
H: -4.51880 0.62875 0.47467
H: -3.41839 0.28647 2.43725
H: -1.95486 -0.20112 3.32488
H: -2.90567 -1.41503 2.45802
H: -1.97087 3.23688 -2.01230
H: -1.61060 1.51439 -1.78843
H: -0.36419 2.73526 -1.44083
O: 0.35583 -0.30765 2.44053
C: 1.03906 0.67931 2.90073
C: 2.03725 0.43503 3.88210
C: 2.84255 1.43479 4.36221
C: 2.69331 2.74732 3.89729
C: 1.69357 3.02084 2.99424
C: 0.81556 2.02962 2.51459
C: -0.27955 2.41900 1.63441
N: -1.15299 1.70925 0.93957
C: -1.91866 2.63240 0.05854
C: -1.58061 3.97374 0.61573
N: -0.54167 3.75410 1.48317
H: 2.15332 -0.59285 4.20013
H: 3.61855 1.20056 5.08317
H: 3.36905 3.53038 4.21608
H: 1.64431 4.03083 2.60667
H: -2.98305 2.39625 0.10700
H: -2.18853 4.86186 0.67167
H: 0.00565 4.46691 1.92285
Cl: 4.79122 -0.15210 0.86521
C: 3.94644 -1.16196 -0.28127
C: 4.24950 -1.02635 -1.59961
C: 3.59807 -1.82415 -2.56367
C: 2.65449 -2.72287 -2.15579
C: 2.30883 -2.86228 -0.79334
C: 2.98119 -2.10330 0.20979
C: 2.54338 -2.15818 1.55845
H: 4.98404 -0.28944 -1.89774
H: 3.83774 -1.70331 -3.61270
H: 2.15115 -3.34389 -2.88614
H: 1.69030 -3.69699 -0.48427
H: 3.04739 -1.50488 2.25764
H: 2.23372 -3.11924 1.95172
S: 2.68939 3.07090 -0.88249
C: 2.05989 1.60691 -0.46032
N: 1.57456 0.60121 -0.12897
S: -1.21989 -4.23153 1.43446
C: -0.35973 -2.89374 1.00001

Properties
electronic energy = -87800.4052 eV
multiplicity = 2
charge = -2
HOMO energy (alpha / beta) = -0.28 / -0.27 eV
max |F| = 0.46 eV/Å
energy relative to the best compared isomer or geometry (same formula, charge and spin) = 1.6803 eV

In the Mulliken picture, each atom carries the following charge in e: atom 1 (W): 2.087, atom 2 (C): -1.211, atom 3 (Si): 0.288, atom 4 (C): -1.253, atom 5 (C): 0.286, atom 6 (C): -0.520, atom 7 (C): -0.735, atom 8 (C): -0.818, atom 9 (C): -0.333, atom 10 (C): 0.220, atom 11 (Si): 0.675, atom 12 (C): -1.460, atom 13 (C): -0.533, atom 14 (H): 0.413, atom 15 (H): 0.255, atom 16 (H): 0.174, atom 17 (H): 0.412, atom 18 (H): 0.240, atom 19 (H): 0.221, atom 20 (H): 0.210, atom 21 (H): 0.349, atom 22 (H): 0.353, atom 23 (H): 0.233, atom 24 (H): 0.295, atom 25 (H): 0.294, atom 26 (H): 0.290, atom 27 (H): 0.557, atom 28 (H): -0.237, atom 29 (H): 0.069, atom 30 (O): -0.813, atom 31 (C): 0.521, atom 32 (C): -0.575, atom 33 (C): -0.449, atom 34 (C): -0.858, atom 35 (C): -1.376, atom 36 (C): 0.952, atom 37 (C): 0.370, atom 38 (N): 0.316, atom 39 (C): 0.294, atom 40 (C): -1.056, atom 41 (N): 0.077, atom 42 (H): 0.489, atom 43 (H): 0.383, atom 44 (H): 0.364, atom 45 (H): 0.238, atom 46 (H): 0.218, atom 47 (H): 0.370, atom 48 (H): 0.113, atom 49 (Cl): -0.247, atom 50 (C): 0.652, atom 51 (C): -0.406, atom 52 (C): -0.305, atom 53 (C): -0.699, atom 54 (C): -0.419, atom 55 (C): -0.134, atom 56 (C): -1.630, atom 57 (H): 0.394, atom 58 (H): 0.343, atom 59 (H): 0.344, atom 60 (H): 0.686, atom 61 (H): 0.403, atom 62 (H): 0.353, atom 63 (S): -0.519, atom 64 (C): 0.418, atom 65 (N): -1.149, atom 66 (S): -0.664, atom 67 (C): 0.179

***

ORCA calculation (ωB97M-V with the def2-TZVPD basis set) on FH3P2 in the gas phase at a distorted geometry.

Element x y z (Å)
F: -1.17965 1.66288 -0.00642
P: 1.54477 1.08345 -0.55116
P: -0.30082 0.43127 0.14831
H: 2.15965 0.24693 0.38794
H: -1.05031 0.25890 1.40676
H: -1.22603 -0.55955 -0.45648

Properties
electronic energy = -21341.7883 eV
multiplicity = 1
HOMO energy = -8.10 eV
max |F| = 3.65 eV/Å
energy relative to the best compared isomer or geometry (same formula, charge and spin) = 1.3312 eV
structure (SMILES) = F[PH2]=P

In the Mulliken picture, each atom carries the following charge in e: atom 1 (F): -0.213, atom 2 (P): -0.116, atom 3 (P): 0.172, atom 4 (H): -0.007, atom 5 (H): 0.080, atom 6 (H): 0.084

***

ORCA calculation (ωB97M-V with the def2-TZVPD basis set) on C4H7ClS in the gas phase at a distorted geometry.

Element x y z (Å)
C: -0.30342 2.22952 1.06119
C: 0.61680 0.22402 -0.54998
C: -0.20888 -0.73673 -0.80874
C: 0.22117 -2.19230 -0.62323
H: -1.29956 1.64944 1.48480
H: 0.42517 2.25015 1.95156
H: -0.48858 3.35757 1.05279
H: 1.74113 -0.03538 -0.28659
H: -0.33685 -2.91911 -1.35882
H: 1.30252 -2.46289 -0.95716
H: -0.01843 -2.63699 0.43886
S: 0.36682 1.91754 -0.49241
Cl: -2.01789 -0.64484 -0.91226

Properties
electronic energy = -27617.1789 eV
multiplicity = 1
HOMO energy = -8.72 eV
max |F| = 5.07 eV/Å
energy relative to the best compared isomer or geometry (same formula, charge and spin) = 1.5308 eV
structure (SMILES) = CS/C=C(/C)Cl

In the Mulliken picture, each atom carries the following charge in e: atom 1 (C): -0.703, atom 2 (C): -0.530, atom 3 (C): 0.635, atom 4 (C): -0.985, atom 5 (H): 0.248, atom 6 (H): 0.272, atom 7 (H): 0.249, atom 8 (H): 0.236, atom 9 (H): 0.298, atom 10 (H): 0.312, atom 11 (H): 0.247, atom 12 (S): -0.097, atom 13 (Cl): -0.183